Entry 1:
Computed, not measured: C26H38N5 as an isolated structure at a distorted geometry, with ωB97M-V/def2-TZVPD.

```
69
C26H38N5 ωB97M-V/def2-TZVPD
C -4.48 7.02 -1.37
C -3.14 6.99 -2.11
C -2.17 6.20 -1.22
N -3.01 5.51 -0.26
C -2.51 4.63 0.65
C -1.12 4.61 0.93
C -0.61 3.75 1.87
C -1.40 2.70 2.46
C -0.80 1.72 3.26
C -1.43 0.45 3.45
C -1.98 -0.27 2.32
C -2.52 -1.53 2.45
C -2.71 -2.11 3.73
N -3.33 -3.32 3.86
C -4.01 -3.75 5.07
C -4.68 -5.08 4.72
C -4.07 -5.53 3.38
C -3.41 -4.28 2.78
C -2.25 -1.39 4.87
C -1.57 -0.19 4.72
C -2.81 2.74 2.16
C -3.36 3.70 1.33
C -4.41 5.88 -0.33
H -4.59 7.97 -0.84
H -5.33 6.89 -2.04
H -3.24 6.47 -3.07
H -2.75 7.99 -2.30
H -1.56 5.49 -1.80
H -1.47 6.88 -0.71
H -0.45 5.31 0.41
H 0.44 3.82 2.14
H 0.36 1.96 3.71
H -1.94 0.20 1.34
H -2.86 -2.07 1.56
H -3.29 -3.88 5.90
H -4.74 -3.00 5.41
H -4.54 -5.82 5.51
H -5.76 -4.91 4.59
H -3.31 -6.30 3.56
H -4.82 -5.94 2.70
H -4.01 -3.89 1.95
H -2.41 -4.51 2.38
H -2.41 -1.81 5.87
H -1.17 0.32 5.60
H -3.46 1.99 2.62
H -4.43 3.71 1.14
H -4.80 6.20 0.65
H -5.03 5.02 -0.65
C 2.59 5.36 3.15
N 2.24 3.98 3.44
C 2.72 3.00 2.47
C 1.68 3.53 4.61
N 1.00 2.37 4.60
N 1.84 4.18 5.78
C 2.24 5.57 5.93
C 1.57 3.46 7.02
H 1.78 6.05 3.42
H 3.53 5.67 3.62
H 2.73 5.45 2.06
H 2.41 2.00 2.77
H 2.31 3.22 1.47
H 3.82 3.04 2.40
H 0.67 2.12 5.52
H 3.28 5.74 5.61
H 1.56 6.25 5.41
H 2.19 5.80 7.00
H 2.12 2.52 7.05
H 1.92 4.09 7.84
H 0.50 3.27 7.15
```

Output
Total charge: +1
HOMO: -0.3399 hartree
LUMO level: -0.1216 hartree
Relative energy (zero: lowest compared OMol25 entry of this formula, charge and spin): 43.6 kcal/mol
Gap between HOMO and LUMO: 0.218 Ha

Löwdin atomic charge list, values in e, 5 entries:
1. C -0.15
2. C -0.15
3. C -0.15
4. N -0.08
5. C -0.19



Entry 2:
Computed, not measured: C30H47FP2Tb as an isolated structure at a distorted geometry, with ωB97M-V/def2-TZVPD.

```
81
C30H47FP2Tb ωB97M-V/def2-TZVPD
Tb 0.09 -0.33 1.99
C -0.45 -2.62 2.93
C 0.91 -2.72 2.49
C 0.83 -1.16 4.21
C -0.50 -1.65 3.99
C 1.70 -1.83 3.29
C -1.62 -3.30 2.31
H -1.36 -3.70 1.32
H -2.47 -2.61 2.18
H -2.00 -4.14 2.93
C -1.74 -1.19 4.69
H -2.63 -1.42 4.09
H -1.73 -0.10 4.81
H -1.84 -1.64 5.69
C 1.23 -0.09 5.17
H 1.29 -0.47 6.20
H 0.52 0.75 5.15
H 2.21 0.33 4.89
C 3.17 -1.63 3.17
H 3.73 -2.21 3.93
H 3.45 -0.57 3.29
H 3.53 -1.94 2.18
C 1.43 -3.57 1.38
H 1.87 -4.51 1.75
H 2.22 -3.04 0.82
H 0.64 -3.81 0.66
C -1.85 0.52 -5.19
C -1.75 -0.81 -5.26
C -0.79 -1.62 -6.08
C 0.53 -0.91 -6.49
C 1.33 -0.37 -5.35
C 1.21 0.83 -4.75
C 0.28 1.95 -5.11
C -1.00 1.55 -5.89
H -1.28 -1.96 -7.01
H 0.31 -0.15 -7.25
H -0.54 -2.53 -5.53
H -0.72 1.24 -6.90
H -2.69 0.95 -4.63
H -2.51 -1.41 -4.75
H -1.60 2.46 -6.00
H -0.02 2.47 -4.18
H 1.93 1.09 -3.97
H 0.81 2.71 -5.71
H 1.15 -1.67 -7.00
H 2.14 -1.03 -5.02
P -0.90 -0.38 -0.60
P 1.99 1.04 0.58
C 0.04 0.90 -1.57
C 0.97 1.82 -0.77
H -0.73 1.50 -2.09
H 0.59 0.36 -2.35
H 1.68 2.33 -1.43
H 0.38 2.59 -0.26
C 2.80 2.37 1.53
H 3.44 1.93 2.31
H 2.05 2.99 2.05
H 3.42 3.01 0.88
C 3.35 0.23 -0.31
H 3.80 0.90 -1.05
H 2.97 -0.68 -0.80
H 4.11 -0.09 0.43
C -2.64 0.19 -0.51
H -3.22 -0.46 0.16
H -3.11 0.19 -1.51
H -2.69 1.20 -0.07
C -0.99 -1.93 -1.55
H 0.00 -2.42 -1.52
H -1.30 -1.77 -2.60
H -1.70 -2.60 -1.03
F -3.30 4.88 4.41
C -2.57 3.83 3.90
C -1.19 3.84 4.07
C -0.45 2.74 3.57
C -1.10 1.67 2.96
C -2.48 1.71 2.79
C -3.24 2.80 3.27
H -0.68 4.66 4.57
H 0.64 2.79 3.68
H -3.03 0.91 2.28
H -4.33 2.81 3.14
```

Output
Total charge: +1
⟨S²⟩: 12.816
Multiplicity: 7
HOMO (alpha / beta): -0.3869 / -0.3169 hartree
LUMO level (alpha / beta): -0.0889 / -0.1734 hartree
Gap between HOMO and LUMO (alpha / beta): 0.298 / 0.143 Ha

Löwdin atomic charge list, values in e, 5 entries:
1. Tb 1.18
2. C -0.33
3. C -0.32
4. C -0.34
5. C -0.34